The following is a DFT calculation (wB97M-V/def2-TZVPD) of a structure of composition C28H30B2ClF4N7O8Ti.

Element x y z (Å)
Ti (-1.851, 0.448, 0.868)
C (-4.552, -0.325, 4.147)
C (-3.971, -0.197, 2.793)
N (-3.387, 0.832, 2.284)
O (-3.351, 2.028, 2.920)
B (-4.661, 2.786, 3.076)
F (-4.485, 3.720, 4.013)
F (-5.711, 1.920, 3.210)
O (-4.945, 3.614, 1.740)
N (-4.794, 2.926, 0.641)
C (-3.847, 3.190, -0.188)
C (-2.959, 4.356, 0.043)
C (-3.526, 2.169, -1.235)
N (-2.924, 1.225, -0.637)
O (-2.267, 0.182, -1.200)
B (-3.257, -1.165, -1.540)
F (-2.609, -1.817, -2.502)
F (-4.446, -0.574, -1.831)
O (-3.286, -1.933, -0.276)
N (-3.324, -1.087, 0.770)
C (-4.022, -1.340, 1.811)
C (-4.864, -2.538, 2.022)
C (-3.771, 2.313, -2.684)
H (-4.257, 0.510, 4.775)
H (-4.210, -1.265, 4.585)
H (-5.642, -0.352, 4.101)
H (-2.457, 4.240, 1.007)
H (-3.561, 5.265, 0.105)
H (-2.216, 4.436, -0.746)
H (-4.887, -3.152, 1.127)
H (-5.877, -2.238, 2.294)
H (-4.472, -3.127, 2.855)
H (-3.516, 3.325, -3.005)
H (-4.835, 2.158, -2.879)
H (-3.198, 1.579, -3.245)
Cl (-5.965, 1.719, 0.274)
O (1.520, 3.019, -0.371)
C (2.029, 2.856, 0.859)
C (3.350, 3.179, 1.160)
C (3.822, 3.027, 2.448)
C (3.008, 2.535, 3.477)
C (1.720, 2.172, 3.191)
C (1.211, 2.329, 1.883)
C (-0.074, 1.795, 1.585)
O (-0.678, 0.936, 2.353)
O (-0.735, 2.004, 0.486)
H (2.147, 2.690, -1.038)
H (3.984, 3.575, 0.378)
H (4.844, 3.306, 2.668)
H (3.398, 2.440, 4.480)
H (1.071, 1.770, 3.957)
C (7.170, -4.986, -3.932)
C (6.368, -3.762, -3.593)
C (5.319, -3.342, -4.408)
C (4.600, -2.193, -4.116)
C (4.927, -1.447, -2.992)
N (4.182, -0.261, -2.675)
C (3.073, -0.218, -1.911)
O (2.482, 0.819, -1.625)
N (2.644, -1.457, -1.453)
C (1.596, -1.694, -0.581)
C (1.562, -2.907, 0.110)
C (0.532, -3.180, 0.987)
C (-0.457, -2.237, 1.170)
N (-0.447, -1.085, 0.492)
C (0.543, -0.803, -0.374)
C (5.967, -1.850, -2.164)
C (6.678, -3.000, -2.467)
H (6.629, -5.640, -4.613)
H (7.424, -5.552, -3.036)
H (8.106, -4.702, -4.416)
H (5.065, -3.919, -5.288)
H (3.793, -1.867, -4.760)
H (4.493, 0.634, -3.020)
H (3.243, -2.242, -1.669)
H (2.354, -3.631, -0.039)
H (0.498, -4.112, 1.532)
H (-1.275, -2.405, 1.858)
H (0.503, 0.137, -0.903)
H (6.221, -1.257, -1.294)
H (7.492, -3.308, -1.823)

Atomic forces in eV per Å
-0.08 0.02 0.19
0.01 0.01 0.01
0.00 -0.03 -0.02
0.03 0.01 0.02
0.00 0.00 0.01
0.00 0.00 0.00
0.01 0.01 -0.01
0.00 0.01 0.00
0.00 -0.01 0.00
0.00 0.01 0.00
0.00 0.00 0.00
0.00 0.00 0.00
0.00 0.00 0.01
-0.01 0.01 -0.04
0.02 0.02 0.01
0.01 0.02 0.00
0.02 -0.01 0.00
0.00 -0.01 0.00
-0.01 0.00 0.01
0.04 -0.03 -0.07
-0.01 -0.01 0.00
0.00 0.00 0.00
0.00 0.00 0.00
0.00 0.00 0.00
0.00 0.00 0.00
0.00 0.00 0.00
0.00 0.00 0.00
0.00 0.00 0.00
0.00 0.00 0.00
0.00 0.00 0.00
0.00 0.00 0.00
0.00 0.00 0.00
0.00 0.00 0.00
0.00 0.00 0.00
0.00 0.00 0.00
0.00 0.00 0.00
0.00 -0.01 -0.01
0.01 0.00 0.01
0.00 0.00 0.00
0.00 0.00 0.00
0.00 0.00 0.00
0.00 0.00 0.00
0.00 0.00 0.00
0.03 -0.04 -0.04
-0.05 0.05 -0.01
0.01 -0.03 -0.05
0.00 0.00 0.00
0.00 0.00 0.00
0.00 0.00 0.00
0.00 0.00 0.00
0.00 0.00 0.00
0.00 0.00 0.00
0.00 0.00 0.00
0.00 0.00 0.00
0.00 0.00 0.00
0.00 0.00 -0.01
0.00 0.00 0.00
0.01 0.02 0.03
-0.01 0.00 0.00
-0.01 -0.01 0.00
0.00 -0.01 0.00
0.01 0.00 0.00
-0.01 0.00 0.00
0.00 0.00 0.01
0.01 0.00 -0.02
-0.02 -0.01 -0.01
0.00 0.00 0.00
0.00 0.00 0.00
0.00 0.00 0.00
0.00 0.00 0.00
0.00 0.00 0.00
0.00 0.00 0.00
0.00 0.00 0.00
0.00 0.00 0.00
0.00 0.00 0.00
0.00 0.00 0.00
0.00 0.00 0.00
0.00 0.00 0.00
0.00 0.00 0.00
0.00 0.00 0.00
0.00 0.00 0.00

Charge   +2
Kohn-Sham gap   5.98 eV
Energy above the lowest of the compared OMol25 structures with the same formula, charge and spin   1.489 eV
E_tot   -3828.8398 a.u.